[1]
C10H30CrHg2O14S2 | ωB97M-V/def2-TZVPD

Summary:
⟨S²⟩   6.01
Spin multiplicity   5
Lowest unoccupied orbital energy (alpha / beta)   -1.83 / -1.85 eV
Energy   -97959.8588 eV
Frontier orbital gap (alpha / beta)   0.23595 / 0.27278 Eh
ΔE to the lowest compared entry with this formula, charge and spin   0.000 eV

CARTESIAN COORDINATES (ANGSTROEM)
1 Hg -1.7109 -1.1105 -2.9518
2 Hg -0.9634 2.2832 -0.8922
3 Cr 1.3376 -0.1488 -0.4630
4 C 3.0114 3.7449 0.0568
5 C 1.8647 2.9851 0.8485
6 O 1.2334 1.9723 0.1684
7 H 3.8139 3.1620 -0.3952
8 H 3.5424 4.2546 0.8607
9 H 2.6972 4.4182 -0.7408
10 H 1.1069 3.6926 1.1853
11 H 2.2453 2.4329 1.7078
12 S -2.8380 1.4916 -3.2784
13 O -3.3792 0.1818 -2.9555
14 O -1.4900 1.1478 -3.6137
15 O -3.4655 2.2342 -4.3733
16 O -2.7816 2.2091 -2.0230
17 S 0.5986 -2.7722 -2.0884
18 O 1.2577 -4.0559 -2.4256
19 O 1.3173 -2.0748 -1.0463
20 O 0.4047 -1.9114 -3.2300
21 O -0.8064 -2.7563 -1.7613
22 O -0.6181 0.0468 -1.1456
23 H -1.1656 -0.5306 -0.5788
24 C -3.2817 -2.8323 1.7241
25 C -2.0037 -3.4883 1.2655
26 O -1.1230 -2.5837 0.6709
27 H -3.9282 -3.4892 2.3060
28 H -3.9084 -2.5920 0.8653
29 H -3.0665 -1.9857 2.3761
30 H -2.3639 -4.3425 0.6923
31 H -1.5152 -3.8339 2.1766
32 H -1.0200 -2.5516 -0.2830
33 C -1.7266 2.2555 2.4649
34 C -2.6721 1.2057 1.9189
35 O -2.5944 1.2351 0.5189
36 H -0.6634 2.0673 2.3156
37 H -1.8555 2.2523 3.5472
38 H -1.9177 3.2510 2.0643
39 H -3.6770 1.1875 2.3408
40 H -2.3070 0.2036 2.1436
41 H -3.3155 0.6907 0.1945
42 C 1.1102 -2.0645 3.3747
43 C 0.5082 -0.7274 2.8666
44 O 0.5651 -0.6934 1.4797
45 H 0.4936 -2.9547 3.2505
46 H 1.1190 -1.9848 4.4618
47 H 2.1146 -2.2252 2.9830
48 H 0.9228 0.1153 3.4198
49 H -0.5660 -0.7640 3.0482
50 H -0.1026 -1.3372 1.2323
51 C 4.3720 0.3296 -2.9451
52 C 3.1137 1.0666 -2.8252
53 O 2.0709 0.1916 -2.3872
54 H 5.2732 0.9275 -3.0813
55 H 4.3076 -0.2480 -3.8672
56 H 4.5603 -0.3939 -2.1519
57 H 2.9112 1.6154 -3.7450
58 H 3.2449 1.9299 -2.1728
59 H 1.7087 -0.3290 -3.1079



[2]
C5H9NO | ωB97M-V/def2-TZVPD

Summary:
SMILES   C[C@@]1(O)CN2C[C@H]21
Lowest unoccupied orbital energy   0.91 eV
Energy   -8866.4036 eV
Frontier orbital gap   0.37358 Eh
ΔE to the lowest compared entry with this formula, charge and spin   2.809 eV

CARTESIAN COORDINATES (ANGSTROEM)
1 C -0.9721 1.2973 0.5895
2 C -0.6546 -0.0447 -0.0481
3 O -1.8274 -0.8188 -0.2321
4 C 0.1520 -0.0770 -1.3612
5 N 1.1257 -1.0734 -0.8103
6 C 1.8051 -0.3756 0.2795
7 C 0.4606 -0.9142 0.5217
8 H -0.0602 1.8020 0.9242
9 H -1.6348 1.1692 1.4529
10 H -1.4803 1.9453 -0.1324
11 H -2.0008 -1.2801 0.6010
12 H 0.6185 0.8690 -1.6639
13 H -0.4213 -0.4930 -2.1919
14 H 1.9718 0.6990 0.2038
15 H 2.6374 -0.9404 0.6890
16 H 0.2806 -1.7646 1.1783